Formula: C13H10B2FINO9
Source: the Open Molecules 2025 dataset
Level of theory: ωB97M-V/def2-TZVPD

Geometry as ORCA input:
```
! wB97M-V def2-TZVPD RIJCOSX def2/J DEFGRID3
* xyz -1 1
O -3.34 -0.05 3.90
C -3.20 0.58 2.72
I -4.78 2.03 2.15
C -1.95 0.41 1.67
B -1.45 -1.15 1.44
C -2.21 -2.01 0.24
C -1.19 -1.95 -1.06
F -0.35 -0.71 -0.86
C -0.21 -1.77 2.38
C 0.39 -3.18 1.83
C 1.67 -3.81 2.71
C 2.04 -2.82 3.99
C 1.27 -1.45 4.40
N 0.14 -0.95 3.57
H -2.29 0.83 0.62
H -1.03 1.05 2.03
H -3.20 -1.46 -0.10
H -2.51 -3.09 0.57
H -0.41 -2.85 -1.09
H -1.74 -1.90 -2.10
H 0.01 -3.74 0.85
H 2.23 -4.79 2.43
H 2.94 -3.16 4.69
H 1.62 -0.81 5.33
B 1.35 2.82 -3.25
O 1.72 4.07 -3.93
C 1.91 3.78 -5.22
O 2.23 4.60 -6.07
C 1.67 2.38 -5.44
O 1.75 1.79 -6.51
O 1.34 1.78 -4.29
O 2.30 2.50 -2.19
C 1.61 2.44 -1.05
O 2.10 2.18 0.04
C 0.22 2.71 -1.31
O -0.68 2.74 -0.48
O 0.04 2.95 -2.61
*
```

Properties
- Orbital gap: 8.405 eV
- HOMO: -7.35 eV